No. 1
Entry from the OMol25 dataset: a 10-piece molecular cluster, C18H39BF4N5O4 overall in a non-equilibrium geometry (the ωB97M-V functional and the def2-TZVPD basis).

Values from the calculation:
* relative energy (zero: lowest compared OMol25 entry of this formula, charge and spin): 77.4 kJ/mol
* E_LUMO: 2.47 eV
* gap between HOMO and LUMO: 0.362 hartree
* max |F|: 10.57 eV Å⁻¹
* charge: -1
* molecular weight: 476.345 Da

Positions of all 71 atoms, in Å:
1 B 0.339 -0.364 0.037
2 F 1.201 0.615 -0.446
3 F 0.222 -0.254 1.357
4 F -0.924 -0.242 -0.565
5 F 0.788 -1.647 -0.357
6 C -3.340 -0.052 2.521
7 C -2.931 1.344 2.853
8 N -2.743 2.407 3.126
9 H -3.112 -0.389 1.377
10 H -2.879 -0.754 3.101
11 H -4.510 -0.206 2.447
12 C -2.313 -2.750 -1.722
13 C -3.424 -2.472 -0.704
14 N -4.271 -2.209 0.030
15 H -2.482 -3.475 -2.498
16 H -1.807 -1.860 -2.178
17 H -1.486 -3.264 -1.124
18 C -3.675 0.863 -1.815
19 C -4.360 2.038 -2.469
20 N -4.886 2.943 -3.002
21 H -4.265 -0.149 -1.770
22 H -2.735 0.723 -2.405
23 H -3.416 0.975 -0.725
24 C 3.775 -1.684 -2.834
25 C 3.702 -1.101 -4.215
26 N 3.677 -0.625 -5.288
27 H 2.697 -1.916 -2.359
28 H 4.279 -2.632 -2.885
29 H 4.429 -0.981 -2.207
30 C 4.108 1.870 -1.005
31 C 5.587 1.599 -0.884
32 N 6.643 1.344 -0.879
33 H 4.091 2.700 -1.511
34 H 3.550 1.024 -1.446
35 H 3.681 1.812 0.003
36 C -0.681 -5.322 1.753
37 C -0.219 -3.896 1.569
38 O 0.847 -4.052 0.681
39 H 0.020 -6.013 2.320
40 H -1.049 -5.839 0.751
41 H -1.388 -5.477 2.549
42 H 0.335 -3.641 2.388
43 H -0.855 -3.161 1.290
44 H 1.083 -3.079 0.220
45 C -0.026 -0.390 5.272
46 C 0.635 0.851 4.787
47 O 1.580 0.443 3.816
48 H -0.896 -0.216 5.954
49 H 0.554 -0.783 5.944
50 H -0.391 -0.924 4.429
51 H 1.118 1.353 5.637
52 H -0.083 1.498 4.293
53 H 1.080 0.195 2.956
54 C 0.992 1.209 -5.207
55 C 0.800 1.125 -3.628
56 O -0.570 0.786 -3.336
57 H 0.596 0.297 -5.652
58 H 2.146 1.274 -5.383
59 H 0.172 2.108 -5.483
60 H 1.182 2.201 -3.283
61 H 1.605 0.405 -3.253
62 H -0.583 0.712 -2.368
63 C -0.434 4.759 1.572
64 C -0.161 3.348 1.213
65 O 0.890 3.273 0.345
66 H -0.806 5.336 0.773
67 H 0.514 5.351 1.964
68 H -1.130 4.986 2.186
69 H -1.083 3.017 0.859
70 H -0.024 2.708 2.249
71 H 0.992 2.318 0.261

Charges obtained by Mulliken population analysis, quoted in units of e:
1. B 0.07
2. F -0.32
3. F -0.06
4. F -0.16
5. F -0.45
6. C -0.57
7. C 0.44
8. N -0.42
9. H -0.13
10. H 0.36
11. H 0.33
12. C -0.12
13. C 0.40
14. N -0.52
15. H 0.47
16. H -0.07
17. H -0.02
18. C 0.22
19. C 0.14
20. N -0.44
21. H 0.18
22. H -0.13
23. H 0.01
24. C -0.39
25. C 0.44
26. N -0.52
27. H -0.02
28. H 0.42
29. H 0.10
30. C -0.41
31. C 0.15
32. N -0.36
33. H 0.36
34. H 0.02
35. H 0.22
36. C -1.26
37. C -0.02
38. O -0.67
39. H 0.31
40. H 0.20
41. H 0.42
42. H 0.38
43. H 0.16
44. H 0.49
45. C -1.02
46. C -0.04
47. O -0.57
48. H 0.29
49. H 0.43
50. H 0.16
51. H 0.34
52. H 0.02
53. H 0.46
54. C -1.21
55. C 0.53
56. O -0.58
57. H 0.33
58. H 0.33
59. H 0.32
60. H 0.14
61. H -0.27
62. H 0.14
63. C -1.84
64. C 0.94
65. O -0.56
66. H 0.43
67. H 0.25
68. H 0.64
69. H 0.09
70. H -0.27
71. H 0.30



No. 2
Entry from the OMol25 dataset: C47H46NO2PdSb3 as an isolated structure (the ωB97M-V functional and the def2-TZVPD basis).

Values from the calculation:
* relative energy (zero: lowest compared OMol25 entry of this formula, charge and spin): 0.0 kJ/mol
* E_LUMO (spin up / spin down): -4.38 / -7.97 eV
* <S²>: 2.01
* gap between HOMO and LUMO (spin up / spin down): 0.289 / 0.201 hartree
* spin multiplicity: 3
* max |F|: 0.45 eV Å⁻¹
* charge: +2
* molecular weight: 1128.590 Da

Positions of all 100 atoms, in Å:
1 Pd -0.454 0.600 -0.313
2 C 1.253 4.559 -0.508
3 C 2.502 3.885 -1.063
4 C 3.092 2.797 -0.170
5 Sb 2.164 0.880 -0.421
6 C 3.530 -0.423 0.500
7 C 4.054 -0.091 1.745
8 C 4.934 -0.959 2.373
9 C 5.274 -2.160 1.765
10 C 4.745 -2.491 0.525
11 C 3.872 -1.622 -0.113
12 C 2.409 0.541 -2.482
13 C 1.284 0.476 -3.298
14 C 1.419 0.277 -4.664
15 C 2.685 0.145 -5.216
16 C 3.812 0.210 -4.408
17 C 3.678 0.407 -3.042
18 Sb -0.465 3.325 -0.148
19 C -1.990 4.776 0.043
20 C -1.671 6.113 0.243
21 C -2.685 7.040 0.440
22 C -4.010 6.634 0.433
23 C -4.328 5.300 0.222
24 C -3.320 4.369 0.024
25 C -0.139 2.849 1.914
26 C 0.206 3.809 2.861
27 C 0.451 3.447 4.178
28 C 0.354 2.119 4.570
29 C 0.001 1.146 3.645
30 C -0.249 1.526 2.332
31 H 0.915 5.332 -1.201
32 H 1.473 5.047 0.445
33 H 3.261 4.663 -1.182
34 H 2.317 3.496 -2.069
35 H 3.073 3.077 0.884
36 H 4.128 2.584 -0.442
37 H 3.789 0.843 2.230
38 H 5.356 -0.698 3.334
39 H 5.960 -2.837 2.256
40 H 5.021 -3.423 0.050
41 H 3.472 -1.878 -1.088
42 H 0.280 0.587 -2.880
43 H 0.542 0.228 -5.294
44 H 2.795 -0.008 -6.281
45 H 4.797 0.107 -4.842
46 H 4.565 0.447 -2.420
47 H -0.642 6.452 0.245
48 H -2.436 8.081 0.595
49 H -4.798 7.360 0.584
50 H -5.364 4.989 0.201
51 H -3.570 3.331 -0.164
52 H 0.274 4.853 2.578
53 H 0.716 4.205 4.902
54 H 0.542 1.841 5.598
55 H -0.100 0.111 3.944
56 H -0.608 0.692 1.682
57 N -5.392 -0.320 1.955
58 C -4.976 0.123 0.632
59 C -3.466 0.280 0.610
60 O -2.862 -0.176 1.684
61 O -2.848 0.770 -0.323
62 H -5.783 0.432 2.510
63 H -3.606 -0.511 2.261
64 H -6.069 -1.070 1.919
65 H -5.434 1.050 0.284
66 H -5.196 -0.645 -0.111
67 C -5.163 -3.882 -0.290
68 C -4.310 -4.079 0.787
69 C -3.020 -3.566 0.757
70 C -2.583 -2.851 -0.353
71 C -3.444 -2.642 -1.426
72 C -4.730 -3.165 -1.397
73 Sb -0.637 -2.023 -0.388
74 C 0.342 -2.987 1.201
75 C 0.409 -4.379 1.230
76 C 1.070 -5.016 2.269
77 C 1.659 -4.269 3.280
78 C 1.588 -2.884 3.257
79 C 0.930 -2.244 2.217
80 C 0.270 -2.850 -2.106
81 C 1.457 -3.565 -1.991
82 C 2.071 -4.069 -3.129
83 C 1.504 -3.863 -4.377
84 C 0.319 -3.148 -4.493
85 C -0.293 -2.635 -3.361
86 H -6.161 -4.300 -0.273
87 H -4.642 -4.645 1.646
88 H -2.361 -3.733 1.600
89 H -3.124 -2.080 -2.297
90 H -5.389 -3.023 -2.245
91 H -0.048 -4.970 0.445
92 H 1.122 -6.096 2.290
93 H 2.172 -4.770 4.090
94 H 2.045 -2.302 4.046
95 H 0.880 -1.159 2.210
96 H 1.901 -3.744 -1.019
97 H 2.990 -4.633 -3.038
98 H 1.981 -4.264 -5.261
99 H -0.127 -2.991 -5.466
100 H -1.211 -2.067 -3.472

These are the Mulliken partial charges, in e, on atoms 1 to 99:
1. Pd 0.04
2. C -1.17
3. C -0.80
4. C -0.99
5. Sb 1.06
6. C 0.73
7. C -0.65
8. C -0.68
9. C -0.69
10. C -0.62
11. C -0.67
12. C 0.68
13. C -0.49
14. C -0.84
15. C -0.58
16. C -0.79
17. C -0.42
18. Sb 1.56
19. C 0.64
20. C -0.42
21. C -0.68
22. C -0.56
23. C -0.53
24. C -0.57
25. C 1.37
26. C -0.62
27. C -0.86
28. C -0.71
29. C -1.24
30. C 0.68
31. H 0.56
32. H 0.47
33. H 0.50
34. H 0.26
35. H 0.62
36. H 0.58
37. H 0.38
38. H 0.46
39. H 0.43
40. H 0.50
41. H 0.52
42. H 0.15
43. H 0.47
44. H 0.44
45. H 0.43
46. H 0.44
47. H 0.31
48. H 0.41
49. H 0.39
50. H 0.41
51. H 0.22
52. H 0.38
53. H 0.44
54. H 0.45
55. H 0.53
56. H -0.59
57. N -0.59
58. C -0.17
59. C 0.51
60. O -0.45
61. O -0.76
62. H 0.20
63. H 0.50
64. H 0.23
65. H 0.34
66. H 0.13
67. C -0.54
68. C -0.87
69. C -0.36
70. C 0.98
71. C -0.59
72. C -0.85
73. Sb 2.08
74. C 0.25
75. C -0.48
76. C -0.76
77. C -0.75
78. C -0.46
79. C -0.54
80. C 1.25
81. C -0.68
82. C -0.72
83. C -0.67
84. C -0.79
85. C -0.69
86. H 0.45
87. H 0.46
88. H 0.43
89. H 0.21
90. H 0.45
91. H 0.55
92. H 0.46
93. H 0.44
94. H 0.50
95. H -0.23
96. H 0.44
97. H 0.47
98. H 0.45
99. H 0.47



No. 3
Entry from the OMol25 dataset: C2HF5O as an isolated structure in a non-equilibrium geometry (the ωB97M-V functional and the def2-TZVPD basis).

Values from the calculation:
* relative energy (zero: lowest compared OMol25 entry of this formula, charge and spin): 489.8 kJ/mol
* E_LUMO: -0.65 eV
* gap between HOMO and LUMO: 0.402 hartree
* max |F|: 4.93 eV Å⁻¹
* charge: 0
* molecular weight: 136.019 Da

Positions of all 9 atoms, in Å:
1 C -0.607 -0.580 -0.040
2 C 1.123 0.326 0.046
3 O -1.132 0.602 0.149
4 F -0.618 -1.077 -1.293
5 F 0.941 1.551 0.507
6 F 2.004 -0.373 0.781
7 F 1.488 0.401 -1.242
8 F -2.613 0.473 0.286
9 H -0.585 -1.324 0.805

Charges obtained by Mulliken population analysis, quoted in units of e:
1. C 0.05
2. C 0.77
3. O -0.07
4. F -0.24
5. F -0.21
6. F -0.21
7. F -0.22
8. F -0.24
9. H 0.37



No. 4
Entry from the OMol25 dataset: an isolated ion of composition C22H45N2 and charge +1 (the ωB97M-V functional and the def2-TZVPD basis).

Values from the calculation:
* relative energy (zero: lowest compared OMol25 entry of this formula, charge and spin): 0.0 kJ/mol
* E_LUMO: -2.02 eV
* SMILES: CCCC1(CCC)CCC2(CC[N@H+](CCCN(CC)CC)C2)CC1
* gap between HOMO and LUMO: 0.391 hartree
* max |F|: 0.67 eV Å⁻¹
* charge: +1
* molecular weight: 337.616 Da

Positions of all 69 atoms, in Å:
1 C -2.844 0.289 -5.019
2 H -1.804 0.599 -5.112
3 H -2.913 -0.761 -5.293
4 C -3.350 0.508 -3.597
5 H -3.283 1.571 -3.359
6 C -2.530 -0.311 -2.600
7 H -1.481 -0.046 -2.744
8 H -2.629 -1.366 -2.866
9 C -2.907 -0.162 -1.110
10 C -1.999 -1.079 -0.273
11 H -2.049 -2.096 -0.666
12 C -0.537 -0.633 -0.248
13 H -0.118 -0.716 -1.252
14 H 0.022 -1.316 0.398
15 C -0.372 0.814 0.236
16 C -1.258 1.728 -0.615
17 C -2.716 1.277 -0.609
18 H -3.300 1.961 -1.223
19 H -3.099 1.350 0.409
20 H -0.880 1.736 -1.639
21 H -1.201 2.752 -0.237
22 C 1.102 1.260 0.154
23 N 1.737 0.973 1.468
24 C 2.551 2.097 1.980
25 H 2.698 1.957 3.053
26 H 2.029 3.045 1.827
27 C 3.913 2.091 1.291
28 H 4.490 2.950 1.629
29 H 3.788 2.184 0.211
30 C 4.685 0.813 1.638
31 N 3.929 -0.389 1.242
32 C 4.230 -0.768 -0.147
33 C 3.321 -1.867 -0.681
34 H 3.560 -2.832 -0.244
35 H 3.459 -1.949 -1.755
36 H 2.275 -1.644 -0.486
37 H 4.104 0.130 -0.757
38 H 5.277 -1.080 -0.243
39 C 4.064 -1.494 2.203
40 C 5.459 -2.098 2.324
41 H 6.197 -1.341 2.577
42 H 5.455 -2.844 3.113
43 H 5.762 -2.588 1.403
44 H 3.355 -2.272 1.915
45 H 3.753 -1.109 3.179
46 H 5.670 0.835 1.161
47 H 4.841 0.785 2.719
48 C 0.661 0.518 2.386
49 H 0.796 0.940 3.380
50 H 0.706 -0.570 2.464
51 C -0.645 0.955 1.740
52 H -1.478 0.346 2.076
53 H -0.862 1.996 1.982
54 H 2.553 0.191 1.340
55 H 1.636 0.746 -0.644
56 H 1.146 2.334 -0.038
57 H -2.372 -1.107 0.750
58 C -4.385 -0.577 -0.948
59 C -4.905 -0.798 0.474
60 C -6.418 -0.982 0.465
61 H -6.911 -0.095 0.075
62 H -6.696 -1.829 -0.158
63 H -6.787 -1.164 1.472
64 H -4.659 0.055 1.109
65 H -4.451 -1.690 0.910
66 H -5.000 0.200 -1.405
67 H -4.548 -1.498 -1.510
68 H -4.399 0.217 -3.551
69 H -3.435 0.866 -5.725

Charges obtained by Mulliken population analysis, quoted in units of e:
1. C -1.45
2. H 0.33
3. H 0.35
4. C -0.24
5. H 0.26
6. C -1.53
7. H 0.28
8. H 0.56
9. C 3.14
10. C -2.13
11. H 0.41
12. C -1.01
13. H 0.42
14. H 0.54
15. C 2.29
16. C -1.27
17. C -1.67
18. H 0.51
19. H 0.49
20. H 0.47
21. H 0.55
22. C -1.70
23. N 0.97
24. C -0.69
25. H 0.44
26. H 0.34
27. C -0.76
28. H 0.45
29. H 0.34
30. C -0.83
31. N 0.32
32. C -0.72
33. C -1.40
34. H 0.36
35. H 0.43
36. H 0.26
37. H 0.44
38. H 0.58
39. C -0.75
40. C -1.32
41. H 0.31
42. H 0.44
43. H 0.30
44. H 0.46
45. H 0.42
46. H 0.34
47. H 0.47
48. C -0.94
49. H 0.50
50. H 0.28
51. C -0.90
52. H 0.34
53. H 0.47
54. H -0.14
55. H 0.25
56. H 0.27
57. H 0.39
58. C -2.16
59. C -0.09
60. C -1.51
61. H 0.35
62. H 0.34
63. H 0.43
64. H 0.23
65. H 0.33
66. H 0.56
67. H 0.50
68. H 0.27
69. H 0.42



Calculated electronic energy, -46486.9610 -78147.7326 -17720.2157 -26519.9936 eV (same order as the records).